Entry 1:
{
  "formula": "C6H12O",
  "method": "ωB97M-V/def2-TZVPD",
  "gap_ev": 11.17,
  "e_homo_ev": -10.130,
  "smiles": "C[C@@H]1C[C@@H]1[C@@H](C)O",
  "total_energy_ev": -8463.338,
  "species": ["O", "C", "C", "C", "C", "C", "C", "H", "H", "H", "H", "H", "H", "H", "H", "H", "H", "H", "H"],
  "coordinates": [[0.9924, -0.9883, 1.4191], [1.0674, -0.3649, 0.1442], [0.0588, 0.7629, 0.0071], [-2.0347, -0.8465, 0.2640], [-0.7933, 0.9158, -1.2260], [-1.4282, 0.5279, 0.0788], [2.4922, 0.1526, 0.0292], [-0.9702, 1.9096, -1.6276], [-3.0644, -0.8649, -0.1093], [-2.0722, -1.1341, 1.3233], [0.3951, 1.6912, 0.4685], [-1.9794, 1.3185, 0.5853], [-0.7178, 0.1374, -1.9841], [0.8896, -1.1125, -0.6486], [2.6763, 0.6033, -0.9508], [0.0988, -1.3386, 1.5174], [-1.4778, -1.6157, -0.2838], [2.6652, 0.9096, 0.8021], [3.2021, -0.6633, 0.1914]],
  "mulliken_charge": [-0.55, 0.40, -0.14, -1.64, -0.78, 0.29, -1.50, 0.28, 0.39, 0.34, 0.34, 0.34, 0.24, 0.21, 0.35, 0.33, 0.36, 0.35, 0.36]
}

***

Entry 2:
{
  "formula": "H18O9",
  "method": "ωB97M-V/def2-TZVPD",
  "gap_ev": 9.10,
  "e_homo_ev": -8.813,
  "smiles": "O.O.O.O.O.O.O.O.O",
  "total_energy_ev": -18716.624,
  "species": ["O", "O", "O", "O", "O", "O", "O", "O", "O", "H", "H", "H", "H", "H", "H", "H", "H", "H", "H", "H", "H", "H", "H", "H", "H", "H", "H"],
  "coordinates": [[-4.4256, -0.7899, -0.6497], [2.8346, -1.6044, -0.5968], [-1.5412, -1.1140, -0.3213], [3.8367, 0.3609, 0.7971], [-0.9427, 3.8379, 0.8829], [-0.6013, -0.9382, 2.3260], [0.3626, -2.3798, 0.0937], [1.5708, 1.4123, -1.9266], [-1.2214, 1.2212, -0.4629], [-5.1209, -0.5142, -1.2291], [-1.6844, -1.2484, -1.2863], [-0.9233, 3.8943, 1.8829], [-0.8905, 4.6696, 0.4621], [-1.6925, -1.9795, 0.0463], [2.4985, 1.6790, -1.8859], [-0.6105, -1.6825, 2.9628], [4.7524, 0.7955, 0.6486], [-1.3529, 1.9038, -1.1222], [-0.2269, -3.0444, -0.0602], [3.4449, 0.5741, -0.0625], [2.2825, -1.7951, 0.0821], [-4.4975, -1.7573, -0.4415], [3.4517, -1.0619, -0.0887], [1.6631, 0.8773, -2.6860], [0.7457, -2.3116, -0.8160], [-0.5787, -0.1459, 2.7858], [-0.2409, 1.1001, -0.3314]],
  "mulliken_charge": [-0.56, -0.66, -0.46, -0.68, -0.56, -0.50, -0.63, -0.55, -0.59, 0.29, 0.25, 0.30, 0.29, 0.23, 0.26, 0.26, 0.35, 0.24, 0.28, 0.30, 0.30, 0.30, 0.41, 0.29, 0.32, 0.25, 0.28]
}

***

Entry 3:
{
  "formula": "C13H40BBrN6O7P2S",
  "method": "ωB97M-V/def2-TZVPD",
  "gap_ev": 7.29,
  "e_homo_ev": -8.038,
  "total_energy_ev": -137530.960,
  "species": ["Br", "S", "P", "P", "O", "O", "O", "O", "O", "O", "O", "N", "N", "N", "N", "N", "N", "C", "C", "C", "C", "C", "C", "C", "C", "C", "C", "C", "C", "C", "B", "H", "H", "H", "H", "H", "H", "H", "H", "H", "H", "H", "H", "H", "H", "H", "H", "H", "H", "H", "H", "H", "H", "H", "H", "H", "H", "H", "H", "H", "H", "H", "H", "H", "H", "H", "H", "H", "H", "H", "H"],
  "coordinates": [[4.8914, 0.0596, 0.5919], [2.8824, -1.3453, -0.9871], [-2.9976, -3.6405, -4.7788], [2.4749, 2.8656, 4.3832], [-0.4085, -1.4251, -0.5235], [0.1839, 0.9081, -0.4495], [2.5668, -1.5512, 0.4472], [4.0004, -0.0324, -1.0301], [-3.1610, -4.6346, -3.6186], [1.5706, -0.7115, -1.7955], [3.1974, 2.4521, 3.0914], [3.8757, 3.5096, 5.1656], [-2.7594, -2.7014, -6.2798], [-4.6801, -3.2074, -4.7867], [1.4377, 3.4304, 5.7232], [2.2276, 1.2251, 4.8949], [-2.0982, -2.4709, -3.8783], [0.6974, 4.6397, 5.2984], [4.0829, 3.6087, 6.6003], [4.4117, 4.7169, 4.5352], [-3.8661, -2.3278, -7.1633], [1.5890, 0.3899, 3.8762], [-1.7254, -3.3562, -7.1124], [-5.5748, -4.3605, -4.8688], [3.3214, 0.4814, 5.5034], [-2.0366, -1.0456, -4.1525], [-5.1944, -2.2751, -3.7936], [0.4902, 2.5529, 6.4140], [-0.7648, -2.9223, -3.4709], [1.3456, 1.7617, -0.3514], [0.4795, -0.3814, -0.9173], [-0.0518, -2.8654, -4.3042], [0.7996, 0.9442, 3.3592], [-2.0914, -4.2964, -7.5362], [-1.2963, -1.1223, -0.7731], [-1.7145, -0.5081, -3.2542], [1.0062, 1.7770, 6.9765], [4.2547, 0.5696, 4.9349], [1.0337, 2.8354, -0.2460], [-4.8666, -2.5234, -2.7775], [5.4506, 4.8843, 4.8311], [2.0107, 1.7284, -1.2538], [-1.3275, -0.8041, -4.9554], [-6.2863, -2.2540, -3.8047], [-0.0765, 3.1228, 7.1582], [0.2234, 5.1300, 6.1514], [-0.3845, -2.3216, -2.6462], [3.8243, 5.6041, 4.8043], [-4.8942, -1.2516, -4.0260], [-0.2248, 2.0894, 5.7290], [-3.0001, -0.6233, -4.4281], [-5.1820, -5.1071, -5.5650], [1.3803, 5.3689, 4.8515], [2.2993, 0.0400, 3.1191], [-1.4044, -2.7025, -7.9262], [3.5786, 4.4812, 7.0366], [5.1517, 3.7025, 6.8142], [-0.8368, -3.5785, -6.5137], [-5.7114, -4.8506, -3.8989], [3.7420, 2.7288, 7.1407], [-4.5370, -1.6195, -6.6806], [-0.7849, -3.9554, -3.1185], [3.0733, -0.5786, 5.5903], [-0.0703, 4.3973, 4.5573], [4.4072, 4.6296, 3.4469], [-4.4385, -3.1946, -7.5046], [1.1179, -0.4835, 4.3358], [1.9108, 1.4493, 0.5710], [-6.5571, -4.0583, -5.2440], [-3.4823, -1.8076, -8.0475], [3.4955, 0.8114, 6.5293]],
  "mulliken_charge": [0.14, 0.63, 0.91, 0.91, -0.51, -0.45, -0.44, -0.35, -0.85, -0.19, -0.83, 0.12, 0.01, 0.18, 0.07, 0.20, 0.22, -1.09, -0.88, -1.09, -0.93, -1.36, -1.09, -1.20, -1.05, -0.83, -1.03, -0.93, -0.83, -0.37, 0.68, 0.31, 0.36, 0.34, 0.29, 0.21, 0.27, 0.28, 0.25, 0.29, 0.38, 0.24, 0.30, 0.40, 0.39, 0.37, 0.06, 0.33, 0.22, 0.30, 0.23, 0.38, 0.31, 0.45, 0.36, 0.31, 0.35, 0.32, 0.35, 0.23, 0.27, 0.33, 0.41, 0.35, 0.26, 0.30, 0.40, 0.07, 0.37, 0.38, 0.22]
}

***

Entry 4:
{
  "formula": "C23H48NOP3SYb",
  "method": "ωB97M-V/def2-TZVPD",
  "gap_ev": [4.81, 4.44],
  "e_homo_ev": [-15.964, -15.839],
  "total_charge": 3,
  "s2": 1.078,
  "spin_multiplicity": 2,
  "total_energy_ev": -98370.389,
  "species": ["Yb", "S", "P", "P", "P", "O", "N", "C", "C", "C", "C", "C", "C", "C", "C", "C", "C", "C", "C", "C", "C", "C", "C", "C", "C", "C", "C", "C", "C", "C", "H", "H", "H", "H", "H", "H", "H", "H", "H", "H", "H", "H", "H", "H", "H", "H", "H", "H", "H", "H", "H", "H", "H", "H", "H", "H", "H", "H", "H", "H", "H", "H", "H", "H", "H", "H", "H", "H", "H", "H", "H", "H", "H", "H", "H", "H", "H", "H"],
  "coordinates": [[0.5653, 0.0303, -0.7352], [1.3733, 0.9821, -3.3436], [1.5792, 2.2006, 1.0113], [-1.3546, 2.5418, -1.2002], [-1.6282, 1.1953, 1.8130], [0.6000, -1.4547, 0.9359], [-0.4949, -2.7040, 2.4264], [1.4169, 3.3156, 2.4475], [0.6721, -2.2585, 1.9118], [1.3330, -3.2228, 5.0161], [-3.2991, 0.4083, 1.8646], [0.9396, -2.8366, -4.7994], [-0.4916, -2.8685, -4.8331], [-1.2354, -1.8657, -4.1956], [-3.2119, 2.5071, -1.2277], [-2.1075, 2.8577, 2.4057], [1.7451, -2.6559, -7.5554], [-1.0913, 2.9629, -2.9797], [-0.1724, -3.2247, 4.8625], [0.7435, -0.4906, -3.9468], [2.0167, -2.6579, 2.6046], [-0.5979, -3.7777, 3.4822], [1.5165, -1.6115, -4.4808], [0.5008, -3.1860, -7.5626], [-0.6361, -0.6866, -3.7142], [-1.0173, 0.5567, 3.4031], [2.8188, 1.0557, 1.7423], [2.0664, -2.2719, 4.0721], [2.6373, 3.2278, -0.0664], [-1.2369, 4.2971, -0.6282], [-0.3503, -2.7735, -8.1521], [-1.9635, 4.8539, -1.2414], [3.1354, 2.6625, -0.8832], [-0.0617, 3.3242, -3.1264], [-1.5126, 4.3811, 0.4269], [-1.3185, -2.6205, 1.7683], [2.6257, -1.5671, -4.5795], [3.0609, 0.2643, 1.0019], [0.7595, 4.1698, 2.2156], [2.0810, 4.0882, -0.4944], [-0.0661, 1.0277, 3.6977], [2.4691, 0.6022, 2.6884], [-2.7585, 3.4167, 1.7159], [2.5833, -3.2165, -7.1055], [-3.8122, 0.7715, 2.7707], [1.5040, -2.9120, 6.0504], [1.1013, 2.8065, 3.3824], [-0.0092, -4.6450, 3.1075], [-2.3168, -1.9696, -4.0470], [2.1911, -3.7558, 2.5315], [-1.7928, 3.7530, -3.2822], [-1.7675, 0.8029, 4.1648], [-3.2384, -0.7009, 1.9123], [-1.2212, 2.0857, -3.6211], [3.1277, -2.3169, 4.3416], [-0.2400, 4.7258, -0.7787], [-1.2419, 0.0980, -3.1777], [1.7474, -1.2228, 4.2229], [-1.0572, -3.6530, -5.3791], [-3.8792, 0.6944, 0.9656], [-3.6909, 2.7077, -0.2468], [-0.5893, -2.2200, 5.0080], [3.4087, 3.6202, 0.6114], [-0.6302, -3.8530, 5.6530], [1.5521, -3.7273, -5.1396], [-3.5223, 1.5079, -1.5674], [-1.3950, 0.7594, -1.2124], [-2.6587, 2.6681, 3.3411], [-1.2213, 3.4684, 2.6396], [-0.8867, -0.5369, 3.3807], [-1.6596, -4.0515, 3.4566], [0.3207, -4.1797, -7.1095], [3.7470, 1.5897, 1.9811], [1.7109, -4.2574, 4.9135], [-3.5307, 3.2536, -1.9850], [2.8517, -2.2433, 1.9921], [2.4431, 3.7000, 2.5897], [2.0221, -1.7460, -8.1321]],
  "mulliken_charge": [0.81, -0.16, 1.05, 1.26, 0.88, -0.77, -0.03, -1.62, 0.35, -0.83, -1.41, -0.89, -0.38, -1.09, -1.36, -1.57, -0.58, -1.44, -0.41, 0.39, -0.79, -0.77, -0.28, -0.58, 0.27, -0.63, -1.13, -0.38, -1.29, -1.17, 0.28, 0.53, 0.37, 0.40, 0.29, 0.32, 0.45, 0.32, 0.42, 0.30, 0.15, 0.16, 0.51, 0.31, 0.44, 0.35, 0.35, 0.37, 0.44, 0.47, 0.58, 0.65, 0.32, 0.37, 0.38, 0.40, 0.22, 0.13, 0.44, 0.32, 0.38, 0.27, 0.50, 0.36, 0.73, 0.41, -0.11, 0.54, 0.24, -0.24, 0.42, 0.39, 0.56, 0.34, 0.52, 0.38, 0.57, 0.28]
}

***

Entry 5:
{
  "formula": "C22H28N2O3",
  "method": "ωB97M-V/def2-TZVPD",
  "gap_ev": 8.84,
  "e_homo_ev": -8.077,
  "smiles": "CCOc1ccc(C(=O)N2CCN(Cc3ccccc3)CC2)cc1OCC",
  "total_energy_ev": -32390.862,
  "species": ["O", "O", "O", "N", "N", "C", "C", "C", "C", "C", "C", "C", "C", "C", "C", "C", "C", "C", "C", "C", "C", "C", "C", "C", "C", "C", "C", "H", "H", "H", "H", "H", "H", "H", "H", "H", "H", "H", "H", "H", "H", "H", "H", "H", "H", "H", "H", "H", "H", "H", "H", "H", "H", "H", "H"],
  "coordinates": [[-0.5562, -2.7386, 1.6233], [-3.8378, 1.8947, 0.5987], [-5.5983, 0.4341, -0.5533], [2.7078, 0.4330, -0.0094], [0.4877, -1.3731, 0.1705], [5.9181, -0.9234, -0.8903], [-0.6190, -1.8601, 0.7809], [3.6359, 0.1318, -1.0872], [1.3769, 0.8055, -0.4390], [-1.9272, -1.2632, 0.3704], [-4.4303, -0.1998, -0.2632], [-2.8967, -2.0584, -0.2093], [-3.4467, 0.6151, 0.3482], [-6.7138, -0.3157, -0.9854], [0.5281, -0.3968, -0.8911], [5.5031, 1.1461, 0.2390], [-1.9406, 3.3289, 0.0236], [6.7994, 1.1453, 0.7189], [-4.1372, -1.5265, -0.5303], [2.6368, -0.5969, 1.0123], [-2.9052, 2.8290, 1.0967], [7.2187, -0.9221, -0.4150], [1.8031, -1.8143, 0.5875], [-7.3641, -1.1092, 0.1444], [5.0506, 0.1108, -0.5704], [7.6616, 0.1115, 0.3911], [-2.2117, 0.0731, 0.6541], [-3.5214, 3.6593, 1.4527], [7.8851, -1.7323, -0.6722], [-2.3574, 2.4173, 1.9539], [2.2907, -2.3420, -0.2408], [-7.4128, 0.4380, -1.3589], [2.1783, -0.1474, 1.8987], [8.6750, 0.1111, 0.7643], [7.1409, 1.9534, 1.3493], [4.8216, 1.9432, 0.4938], [-4.8699, -2.1684, -0.9926], [-1.4556, 0.6678, 1.1425], [3.6509, -0.9079, 1.2672], [5.5771, -1.7363, -1.5166], [-1.3398, 2.5135, -0.3719], [-8.2486, -1.6198, -0.2269], [-7.6542, -0.4343, 0.9454], [-2.5027, 3.7689, -0.7962], [-6.6738, -1.8450, 0.5495], [1.4512, 1.5361, -1.2474], [0.8858, 1.2832, 0.4156], [-0.4820, -0.0831, -1.1531], [-6.4424, -0.9752, -1.8199], [-2.6863, -3.0967, -0.4130], [0.9881, -0.8557, -1.7766], [1.6746, -2.5065, 1.4204], [3.4206, -0.8194, -1.6001], [3.5442, 0.9348, -1.8272], [-1.2801, 4.0821, 0.4446]],
  "mulliken_charge": [-0.68, -0.54, -0.50, 0.10, 0.11, -0.36, 0.25, -0.63, -0.98, -0.59, 1.09, -1.31, 0.89, -0.46, -0.62, -0.22, -0.74, -0.60, -0.54, -0.88, -0.50, -0.61, -0.86, -1.10, 0.32, -0.38, 0.31, 0.36, 0.38, 0.37, 0.28, 0.35, 0.37, 0.38, 0.38, 0.38, 0.33, 0.42, 0.44, 0.34, 0.05, 0.38, 0.31, 0.34, 0.35, 0.37, 0.34, 0.46, 0.35, 0.46, 0.29, 0.45, 0.29, 0.42, 0.36]
}

***

Entry 6:
{
  "formula": "C8H18O2Si",
  "method": "ωB97M-V/def2-TZVPD",
  "gap_ev": 10.66,
  "e_homo_ev": -9.900,
  "total_energy_ev": -20562.162,
  "species": ["Si", "O", "O", "C", "C", "C", "C", "C", "C", "C", "C", "H", "H", "H", "H", "H", "H", "H", "H", "H", "H", "H", "H", "H", "H", "H", "H", "H", "H"],
  "coordinates": [[1.3610, 1.5811, -0.1750], [-0.5626, 0.2376, -1.7383], [0.5561, 0.2351, 0.3021], [0.0356, 2.9286, -0.0799], [-0.1466, -0.2942, -0.7194], [-2.7363, -1.3660, 0.6407], [-1.3477, -3.2967, 1.1871], [2.8291, 1.9151, 0.9699], [-1.2750, -1.8134, 0.7384], [-0.5291, -1.7596, -0.5718], [1.9703, 1.5739, -2.0278], [1.5295, 0.9024, -2.7161], [-3.2747, -1.4569, 1.6168], [1.8383, 2.6429, -2.3189], [-0.8001, 2.7414, -0.8017], [-2.7403, -0.3058, 0.3774], [-0.5306, 3.0349, 0.8428], [-1.2547, -2.1200, -1.3993], [-1.9005, -3.4057, 2.1490], [-1.8770, -3.9668, 0.4301], [0.5503, 3.8993, -0.2876], [2.4092, 1.8263, 1.9325], [-0.3875, -3.6973, 1.2859], [0.3539, -2.3888, -0.5406], [-3.2509, -1.8617, -0.1892], [3.6384, 1.2390, 0.7717], [3.1880, 2.8974, 0.7352], [3.0480, 1.4196, -1.9665], [-0.6943, -1.3418, 1.5525]],
  "mulliken_charge": [0.67, -0.56, -0.28, -1.09, 0.52, -1.35, -1.57, -1.15, 0.65, -0.70, -1.11, 0.39, 0.39, 0.30, 0.27, 0.36, 0.35, 0.26, 0.36, 0.30, 0.33, 0.30, 0.48, 0.33, 0.33, 0.34, 0.34, 0.32, 0.22]
}